(1)
Below is C13H11AsCl2O2S6Tc as an isolated structure, with properties calculated with ωB97M-V with the def2-TZVPD basis set.

Values from the calculation:
Kohn-Sham gap in hartree: 0.2246
LUMO level in hartree: -0.195
Net charge: +1

Element x y z (Å)
Tc -0.2788 -2.7151 -2.2447
Cl 0.0768 -1.0039 -0.1479
C -1.6556 -0.6769 0.1392
C -1.8724 0.5503 0.7735
C -3.1533 0.7090 1.2976
C -4.1309 -0.2814 1.0980
C -3.8708 -1.3353 0.2572
Cl -5.2125 -2.3584 -0.2381
C -2.5754 -1.6247 -0.3020
S -2.0466 -3.1228 -1.1117
H -1.0900 1.2785 1.0066
H -3.5071 1.6143 1.7773
H -5.1103 -0.3335 1.5861
S 2.9167 -4.5116 -1.0389
As 2.6620 -6.7064 -0.9405
S 2.0939 -3.6752 -2.7609
S 0.3016 -4.5902 -3.3164
S 3.8618 -6.4736 0.6269
O -0.4714 -1.7423 -3.5563
C 2.2537 1.0546 -1.9680
S 1.2278 2.5170 -1.7234
O -0.1977 2.1281 -1.9060
C 1.3317 2.6196 0.1159
C 0.3603 3.4930 0.6623
C 0.3040 3.5113 2.0591
C 0.9975 2.6395 2.8349
C 2.0491 1.8765 2.2864
C 2.1947 1.9038 0.9250
H 1.6219 0.2065 -1.5981
H 3.1957 1.0594 -1.3888
H 2.4284 0.9841 -2.9778
H -0.4133 4.0373 0.0519
H -0.4807 4.1743 2.3355
H 0.7514 2.4758 3.8347
H 2.5962 1.2277 2.9515
H 2.8419 1.0906 0.6001

Results of the Mulliken charge analysis, in e, for atoms 1 through 8:
1 Tc 0.77
2 Cl -0.29
3 C 0.99
4 C -0.19
5 C -0.47
6 C -0.78
7 C 0.62
8 Cl -0.18

---

(2)
Below is a 2-piece molecular cluster, C8H8Cl4N3O3 overall, with properties calculated with ωB97M-V with the def2-TZVPD basis set.

Values from the calculation:
Kohn-Sham gap in hartree: 0.3145
LUMO level in hartree: -0.192
Net charge: +1

Element x y z (Å)
O -3.0953 -0.9393 -0.7426
N -3.2057 -0.6423 0.3344
O -2.1428 -1.3541 1.2191
C -1.3308 -0.4444 1.7312
C -0.4379 0.2395 0.9367
C 0.3433 1.1370 1.5691
C 1.3231 1.9739 0.8436
C 0.5296 3.1047 0.1813
O -0.2614 3.7485 0.8166
Cl 0.8119 3.4026 -1.5189
C 0.2093 1.2621 2.9457
N -0.6224 0.6222 3.7028
N -1.3870 -0.2122 3.0301
Cl -2.5371 -1.0546 3.9706
H -0.3653 0.0581 -0.1178
H 1.8289 1.3862 0.0889
H 2.0776 2.4100 1.4812
H 0.8522 1.9547 3.4518
Cl -0.5041 -2.3021 -1.4715
C 0.1761 -2.1424 -3.1171
C 1.6799 -2.1485 -3.0938
Cl 2.3292 -0.6708 -2.3246
H -0.2101 -1.2248 -3.5522
H -0.1960 -2.9827 -3.6990
H 2.0645 -2.1747 -4.1110
H 2.0701 -3.0068 -2.5544

Results of the Mulliken charge analysis, in e, for atoms 1 through 8:
1 O -0.04
2 N 0.26
3 O -0.39
4 C 0.55
5 C 0.13
6 C 0.22
7 C -0.85
8 C 0.64

---

(3)
Below is C27H50BCrN9S3 as an isolated structure, with properties calculated with ωB97M-V with the def2-TZVPD basis set.

Values from the calculation:
Multiplicity: 4
Kohn-Sham gap (spin up / spin down) in hartree: 0.2392 / 0.2860
LUMO level (spin up / spin down) in hartree: -0.348 / -0.303
Net charge: +3

Element x y z (Å)
Cr -0.2851 0.4789 -0.5140
C 1.1446 1.7465 4.9013
C 2.3423 1.6453 4.0241
C 2.4172 2.8511 3.1223
C 3.5593 1.6173 4.9236
N 2.3222 0.3618 3.1249
C 3.3588 -0.5208 3.1586
C 3.0124 -1.6215 2.4348
N 1.7531 -1.4119 1.9656
B 0.9322 -2.5158 1.1961
N -0.5719 -2.2344 1.2787
C -1.1681 -2.4002 2.4901
C -2.4969 -2.2969 2.3284
N -2.7388 -2.1021 0.9647
C -1.5605 -2.0149 0.3232
S -1.2519 -1.4427 -1.3135
C -4.1410 -2.1004 0.3729
C -4.4592 -0.6810 0.0405
C -5.0859 -2.5701 1.4416
C -4.2124 -2.9623 -0.8930
N 1.4258 -2.7922 -0.2223
C 1.4391 -4.0157 -0.7760
C 1.8968 -3.9279 -2.0476
N 2.1727 -2.6216 -2.3047
C 1.8145 -1.9304 -1.1756
S 1.9262 -0.1979 -0.8428
C 2.6384 -2.1041 -3.6791
C 3.8053 -1.2013 -3.5097
C 3.1909 -3.2760 -4.5901
C 1.4139 -1.4686 -4.3419
C 1.3246 -0.2318 2.3613
S -0.0621 0.7533 1.7364
H 1.2572 2.7399 5.4430
H 1.1935 1.0115 5.6702
H 0.1359 1.6771 4.4032
H 2.3885 3.7537 3.7380
H 1.5383 2.8905 2.4831
H 3.1880 2.8651 2.4353
H 3.4886 2.5069 5.5636
H 4.5660 1.6064 4.4687
H 3.5003 0.7819 5.6087
H 4.1797 -0.3551 3.7956
H 3.4543 -2.5798 2.4315
H 1.1706 -3.5515 1.7964
H -0.5707 -2.5680 3.3936
H -3.2491 -2.3559 3.0675
H -4.5718 -0.1543 0.9457
H -5.4044 -0.6409 -0.5857
H -3.6626 -0.2513 -0.5408
H -5.0805 -1.9753 2.3376
H -5.0301 -3.5974 1.7643
H -6.1694 -2.4091 1.1162
H -3.5695 -2.5849 -1.6840
H -5.2546 -2.9197 -1.3882
H -4.0383 -4.0134 -0.6340
H 1.2382 -4.9280 -0.2688
H 2.0474 -4.6729 -2.8596
H 4.6678 -1.7796 -3.2510
H 3.6563 -0.3103 -2.9188
H 4.1412 -0.9166 -4.5295
H 3.9079 -3.8285 -4.0195
H 3.6193 -2.8559 -5.5116
H 2.4272 -4.0373 -4.8990
H 0.9072 -0.7455 -3.6350
H 0.6412 -2.1526 -4.7392
H 1.7642 -0.8963 -5.1973
N 0.2988 3.9738 0.3608
C -0.5778 4.4521 -0.8708
C -0.0874 3.8290 -2.1824
C -0.9780 2.6190 -2.7651
N -0.3821 1.2763 -2.4118
C -2.4041 2.5839 -2.2262
C -2.6109 2.9416 -0.7716
N -1.9472 1.9475 0.1687
C -2.0424 4.2726 -0.5277
H 0.1718 2.9925 0.6619
H 0.1705 4.5571 1.1285
H 1.2813 3.9627 0.2171
H -0.4242 5.5195 -0.9063
H 0.9450 3.5027 -2.1457
H -0.1478 4.5798 -2.9578
H -0.9759 2.6803 -3.8670
H 0.6013 1.2647 -2.6535
H -0.7940 0.5588 -2.9261
H -2.7402 1.5978 -2.4966
H -2.9128 3.2367 -2.8606
H -3.7181 2.9582 -0.5946
H -2.5713 1.2221 0.4106
H -1.7013 2.2535 1.0780
H -2.2805 4.6450 0.4760
H -2.5065 5.0082 -1.1166

Results of the Mulliken charge analysis, in e, for atoms 1 through 8:
1 Cr 1.21
2 C -1.42
3 C 1.24
4 C -1.27
5 C -2.23
6 N 0.47
7 C -0.38
8 C -1.09